{"formula": "C3H13NO2", "method": "ωB97M-V with the def2-TZVPD basis set", "fmax_ev_per_a": 1.3, "total_energy_ha": -327.313379, "homo_energy_ev": -10.248, "lumo_energy_ha": 0.022, "smiles": "CCCN.O.O", "symbols": ["O", "O", "N", "C", "C", "C", "H", "H", "H", "H", "H", "H", "H", "H", "H", "H", "H", "H", "H"], "positions_angstrom": [[-3.68, 0.52, -0.47], [-0.62, -3.97, 0.64], [-1.01, 1.59, -0.53], [1.22, 0.96, 0.36], [0.20, 0.73, -0.72], [2.32, -0.13, 0.34], [3.26, 0.42, 0.27], [-1.27, 1.84, -1.48], [-0.71, -3.48, 1.46], [1.66, 1.95, 0.20], [0.22, -3.70, 0.26], [-2.74, 0.72, -0.35], [2.39, -0.65, 1.29], [0.68, 0.93, 1.30], [-3.97, 0.12, 0.35], [2.21, -0.88, -0.44], [-0.69, 2.50, -0.20], [-0.09, -0.29, -0.57], [0.60, 0.84, -1.71]]}